Entry 1:
Entry from OMol25: a structure of composition C29H38AsCdN6O7S2 (ωB97M-V with the def2-TZVPD basis set).

Output
net charge = -1
LUMO energy = 0.09130 Ha
gap between HOMO and LUMO = 7.5 eV

```
84
Properties=species:S:1:pos:R:3:forces:R:3:lowdin_charge:R:1
Cd 0.72513 -0.48892 -0.09473 0.0737 -0.1756 -0.0110 1.33
C 2.23225 -2.98500 1.57546 0.0111 0.0465 -0.0086 -0.21
C 0.78611 -3.18791 2.01947 -0.0385 0.0217 -0.0230 -0.21
N -0.13455 -2.68002 1.02508 0.0192 0.0120 0.0392 -0.12
C -1.44795 -2.30714 1.49919 -0.0045 0.0357 0.0402 -0.17
C -1.34873 -1.07851 2.38285 0.0231 -0.0080 -0.0166 -0.26
C -2.17231 -0.87378 3.47619 -0.0020 -0.0040 0.0201 -0.02
C -1.96086 0.25169 4.26232 -0.0053 -0.0088 0.0082 -0.05
C -0.93924 1.12410 3.94112 -0.0201 0.0107 0.0022 -0.02
C -0.17938 0.86781 2.80552 -0.0300 -0.0223 -0.0578 -0.27
C 0.87767 1.84661 2.34271 0.0317 -0.0082 0.0224 -0.16
N 1.82964 1.29593 1.39885 0.0741 -0.0656 0.0506 -0.12
C 3.05152 0.70678 1.93695 -0.1114 0.0468 -0.0389 -0.22
C 2.88108 -0.74477 2.37592 -0.0440 -0.0515 -0.1031 -0.22
N 2.51130 -1.59166 1.25308 0.0755 0.0500 0.0710 -0.13
N -0.39265 -0.20666 2.06002 -0.0217 0.0095 0.0433 0.11
H 2.41098 -3.56020 0.66942 -0.0094 -0.0194 -0.0387 0.09
H 2.90255 -3.36523 2.36069 0.0036 0.0077 0.0003 0.11
H 0.60840 -2.63804 2.94908 -0.0039 0.0034 -0.0086 0.11
H 0.63123 -4.25119 2.25342 -0.0063 -0.0282 0.0071 0.12
H -0.16740 -3.19700 0.15585 0.0223 -0.0094 -0.0137 0.10
H -1.95967 -3.10233 2.06013 -0.0084 -0.0176 0.0210 0.12
H -2.05247 -2.06625 0.62136 0.0096 0.0054 0.0053 0.11
H -2.94872 -1.59089 3.71202 0.0128 0.0172 0.0000 0.11
H -2.58553 0.43667 5.12832 0.0114 -0.0013 -0.0152 0.10
H -0.74390 2.00888 4.53389 -0.0076 -0.0165 -0.0075 0.11
H 1.37333 2.27553 3.22561 0.0202 -0.0184 0.0142 0.12
H 0.32220 2.64594 1.84941 -0.0032 0.0103 -0.0025 0.11
H 2.03314 1.95904 0.66480 -0.0334 -0.0128 -0.0427 0.08
H 3.43840 1.28739 2.78683 0.0004 0.0030 0.0152 0.11
H 3.80428 0.73997 1.14608 0.0155 0.0034 -0.0152 0.10
H 2.09404 -0.81277 3.13279 -0.0059 0.0039 0.0015 0.11
H 3.81497 -1.07515 2.85494 0.0247 -0.0016 0.0162 0.11
H 3.16599 -1.52867 0.47866 0.0064 0.0125 0.0131 0.07
O -2.63311 -1.80765 -3.32718 0.0274 -0.0489 -0.0416 -0.27
As -1.73290 -0.58577 -2.38434 -0.1092 0.1631 -0.1069 0.88
O -0.79886 -1.49748 -1.34130 0.0482 0.0109 0.0109 -0.55
O -1.04918 0.40761 -3.48278 -0.0844 -0.0424 -0.0076 -0.44
C -3.22677 0.03752 -1.28465 -0.0299 0.0269 0.0706 -0.22
C -4.38117 -0.74895 -1.32187 0.0357 0.0327 0.0026 -0.10
C -5.45763 -0.48526 -0.48800 -0.0051 0.0133 0.0207 -0.09
C -5.39766 0.57277 0.40670 -0.0188 -0.0297 -0.0225 -0.09
C -4.26199 1.36260 0.45437 0.0000 0.0019 0.0050 -0.07
C -3.18164 1.10414 -0.38263 -0.0051 -0.0163 -0.0154 -0.26
S -1.80862 2.25134 -0.24498 0.0907 -0.1284 -0.0849 0.43
O -1.82570 2.68096 1.14843 0.0092 0.0005 -0.0158 -0.35
O -2.07280 3.29792 -1.20120 0.0110 -0.0014 -0.0124 -0.31
O -0.62022 1.44100 -0.56910 -0.1213 0.1473 0.0350 -0.47
H -2.27806 -1.73373 -4.22203 -0.0240 0.0200 0.0494 0.03
H -4.42931 -1.57744 -2.01348 0.0161 -0.0047 -0.0156 0.09
H -6.33995 -1.11275 -0.53803 0.0114 0.0098 0.0036 0.10
H -6.23074 0.78397 1.06686 0.0025 -0.0085 -0.0093 0.10
H -4.18375 2.18710 1.15096 0.0001 -0.0116 -0.0176 0.11
C 2.36416 -0.72403 -6.38656 0.0178 0.0084 0.0324 -0.09
C 1.41152 0.05845 -5.49352 -0.0009 0.0282 0.0061 -0.23
N 2.03491 0.51079 -4.25048 -0.0255 -0.0423 0.0435 -0.13
C 2.28664 1.94554 -4.15912 0.0134 0.0060 -0.0415 -0.27
C 1.03819 2.74012 -3.79943 0.0087 -0.0183 0.0175 -0.08
C 2.06824 -0.31617 -3.18506 -0.1002 0.0110 -0.0688 -0.71
S 2.59286 0.35283 -1.66065 0.1260 0.0196 0.0337 0.60
N 1.66542 -1.55782 -3.43453 0.0341 0.0669 0.0408 0.09
C 1.65551 -2.55938 -2.53988 0.1118 -0.1080 -0.1408 -0.50
O 2.20161 -2.63527 -1.43405 -0.0427 0.0328 0.1396 -0.07
C 0.89174 -3.77476 -3.02778 -0.0662 0.0208 0.0171 -0.13
C 0.23104 -3.78600 -4.25154 -0.0126 0.0152 0.0133 -0.03
C -0.49864 -4.89728 -4.64780 0.0144 -0.0179 0.0128 -0.09
C -0.57480 -6.01309 -3.82404 0.0013 0.0139 -0.0125 -0.11
C 0.08962 -6.01229 -2.60483 0.0148 0.0108 0.0108 -0.09
C 0.81955 -4.89898 -2.21340 -0.0015 -0.0228 0.0090 -0.04
H 1.86730 -1.00758 -7.31851 0.0033 0.0075 0.0261 0.07
H 2.69142 -1.62911 -5.87561 0.0040 -0.0021 -0.0041 0.06
H 3.24512 -0.12763 -6.63968 -0.0204 -0.0143 0.0126 0.07
H 0.53299 -0.52569 -5.23184 -0.0182 -0.0190 -0.0128 0.08
H 1.06070 0.95327 -6.00936 -0.0057 0.0055 -0.0015 0.11
H 2.67548 2.25304 -5.13515 0.0002 0.0083 0.0036 0.11
H 3.07288 2.11356 -3.42862 0.0077 0.0055 0.0223 0.06
H 0.24518 2.58659 -4.53249 0.0085 0.0030 0.0154 0.07
H 1.27596 3.80667 -3.75518 -0.0046 -0.0206 0.0065 0.07
H 0.63872 2.41613 -2.83900 0.0081 0.0202 -0.0063 0.04
H 0.29464 -2.90277 -4.87343 -0.0050 -0.0077 0.0017 0.10
H -1.01816 -4.89058 -5.59887 0.0056 -0.0011 0.0095 0.10
H -1.15169 -6.87818 -4.12972 0.0072 0.0126 0.0034 0.09
H 0.03543 -6.87932 -1.95672 0.0019 0.0027 -0.0079 0.09
H 1.34932 -4.88314 -1.26814 -0.0198 0.0107 -0.0180 0.10
```
Positions in Å, forces in eV/Å.


Entry 2:
Entry from OMol25: the molecule C3H10N2O (ωB97M-V with the def2-TZVPD basis set).

Output
net charge = 0
LUMO energy = 0.03892 Ha
gap between HOMO and LUMO = 9.8 eV

```
16
Properties=species:S:1:pos:R:3:forces:R:3:lowdin_charge:R:1
N 1.19806 -1.18330 0.86532 0.8054 -0.7467 0.3244 -0.01
C -0.16808 -1.54750 0.58071 -1.5766 0.4343 -0.9645 -0.30
C -0.97924 -0.25566 0.25475 0.0471 -0.2308 -0.2551 -0.23
N -0.52419 0.38975 -0.97391 0.8618 0.4130 -0.8268 -0.07
C 0.16395 1.69874 -0.89723 0.0317 -0.7866 1.0623 -0.27
O 1.21700 1.62697 0.07324 -1.1989 0.4638 -0.4946 -0.07
H 1.61654 -0.84464 0.00093 -0.2397 0.3745 0.1633 0.07
H 1.78602 -1.99181 1.09122 -0.5345 0.1818 0.1468 0.07
H -0.75180 -2.09088 1.34386 0.8600 0.3371 0.3802 0.11
H -0.28344 -2.18048 -0.30375 0.1413 -0.1347 -0.2320 0.10
H -2.05880 -0.51243 0.13587 0.7040 0.2345 0.3925 0.12
H -0.80834 0.43513 1.08978 -0.5259 -0.1296 0.1580 0.10
H -1.21968 0.43013 -1.70423 -0.0848 -0.1662 0.1155 0.10
H 0.65077 1.97334 -1.82611 -0.2015 -0.2890 -0.3267 0.11
H -0.56105 2.48322 -0.63143 0.2080 0.1491 0.1380 0.11
H 0.72228 1.56942 0.90097 0.7026 -0.1045 0.2188 0.06
```
Positions in Å, forces in eV/Å.


Entry 3:
Entry from OMol25: a cluster of 2 separate species, C2HO3P in total (ωB97M-V with the def2-TZVPD basis set).

Output
net charge = -2
LUMO energy = 0.24605 Ha
gap between HOMO and LUMO = 7.4 eV

```
7
Properties=species:S:1:pos:R:3:forces:R:3:lowdin_charge:R:1
C -1.47294 -0.24335 0.05475 3.2400 0.3563 -0.0695 -0.40
C -2.68437 -0.39274 0.05682 -1.3383 -0.1353 0.0191 -0.48
O 2.38161 -1.60102 0.01983 -0.8071 0.3159 -0.0745 -0.41
O 2.46006 0.65987 1.22231 -0.8495 -0.0482 -0.1427 -0.42
O 2.38138 0.58807 -1.33992 -0.8376 -0.1622 0.2415 -0.41
P 2.21878 -0.11639 -0.03139 2.9283 -0.1054 -0.0347 0.21
H -0.34125 -0.12518 0.03307 -2.3358 -0.2211 0.0608 -0.09
```
Positions in Å, forces in eV/Å.


Entry 4:
Entry from OMol25: the molecule C17H23N3O2 (ωB97M-V with the def2-TZVPD basis set).

Output
net charge = 0
LUMO energy = 0.02217 Ha
gap between HOMO and LUMO = 8.9 eV

```
45
Properties=species:S:1:pos:R:3:forces:R:3:lowdin_charge:R:1
C 4.06882 6.42739 2.01515 -0.2282 -0.1146 0.0153 -0.12
C 3.18036 5.19415 1.90991 0.2822 -0.0415 -0.0678 -0.28
C 3.98335 3.95207 1.53556 -0.2999 -0.1028 0.0716 -0.22
C 3.09567 2.71873 1.41050 0.4412 0.3370 -0.0352 -0.13
C 3.89189 1.48621 1.06038 -0.2619 0.1979 0.0813 -0.47
O 5.09983 1.41164 1.02219 0.1279 0.0594 0.0064 0.07
N 3.13174 0.38351 0.77349 0.3191 -1.2477 -0.2955 0.05
N 1.79079 0.42155 0.78994 -0.5940 0.3155 0.0145 0.09
C 1.07421 -0.59516 0.49749 0.7017 -0.0814 0.0000 -0.27
C 1.61145 -1.95157 0.12713 0.1129 0.2455 0.0411 -0.02
C -0.37675 -0.37941 0.52745 -0.7087 0.2882 0.1483 -0.17
C -0.91302 0.62130 1.33830 0.0954 -0.0945 -0.0206 -0.04
C -2.27686 0.83614 1.36387 -0.0135 -0.0128 -0.0501 -0.08
C -3.12146 0.06884 0.58285 0.0280 -0.1109 -0.1099 -0.03
C -2.59756 -0.92584 -0.24097 0.2142 0.1664 0.2001 -0.21
N -3.49149 -1.66115 -1.02658 -0.3891 0.1239 0.0290 0.13
C -3.23655 -2.70265 -1.87621 -0.3613 0.0268 -0.0189 -0.44
O -2.13633 -3.17604 -2.06838 0.2359 -0.1115 -0.0683 0.07
C -4.45937 -3.21363 -2.56126 -0.0308 -0.0216 -0.0107 -0.20
C -4.29508 -3.69650 -3.98223 0.0230 -0.0011 -0.0942 -0.10
C -4.49811 -4.68545 -2.89177 0.0089 -0.0876 0.0165 -0.10
C -1.22620 -1.14831 -0.26305 0.2206 -0.0313 -0.0047 0.04
H 3.48181 7.30289 2.28364 0.0252 0.1308 0.0226 0.07
H 4.56254 6.62253 1.06581 0.0856 0.0638 -0.0833 0.07
H 4.83482 6.28094 2.77330 0.1111 0.0330 0.0725 0.07
H 2.40824 5.36663 1.15610 -0.0964 -0.0188 0.0316 0.11
H 2.67762 5.02681 2.86555 -0.1015 -0.0207 -0.0034 0.11
H 4.49695 4.11851 0.58684 0.0955 0.0101 0.0137 0.12
H 4.74974 3.76473 2.28954 0.0841 0.0306 -0.0480 0.12
H 2.32984 2.86013 0.64566 -0.0599 -0.0023 0.1016 0.12
H 2.57624 2.52278 2.35174 -0.1174 -0.0106 -0.0374 0.13
H 3.63969 -0.46416 0.51933 -0.0977 0.2695 0.0664 0.15
H 0.84718 -2.71242 0.24642 0.0085 -0.0582 -0.0143 0.08
H 1.94944 -1.95715 -0.90987 0.0447 -0.0810 -0.0700 0.10
H 2.45647 -2.21393 0.76458 0.0407 -0.0558 0.0017 0.08
H -0.24643 1.21435 1.94250 0.0453 0.0661 0.0803 0.10
H -2.69082 1.60631 1.99755 -0.0330 0.0547 0.0558 0.10
H -4.18882 0.24055 0.60601 -0.1119 0.0105 0.0068 0.11
H -4.45450 -1.36803 -0.93789 0.1636 -0.1539 -0.1210 0.14
H -5.39251 -2.73099 -2.29928 -0.0217 -0.0498 -0.0511 0.13
H -5.09879 -3.50230 -4.67568 -0.1101 0.0133 0.0425 0.10
H -3.30551 -3.61361 -4.40456 0.1006 0.0055 0.0674 0.11
H -5.44591 -5.19493 -2.81085 -0.1017 0.0642 -0.0117 0.10
H -3.64463 -5.26757 -2.57995 0.1079 0.0484 0.0209 0.11
H -0.83648 -1.90557 -0.92086 0.0148 -0.0509 0.0084 0.10
```
Positions in Å, forces in eV/Å.